14
Properties=species:S:1:pos:R:3:forces:R:3:lowdin_spin:R:1 method="wB97M-V/def2-TZVPD" orbital_gap_ev="3.0 / 6.4" e_above_lowest_ev=1.0963 e_tot_ha=-249.595900 charge=-1 spin_multiplicity=2 molar_mass_g_mol=75.11
C 2.414425 0.058887 -0.540380 3.248 -1.787 1.549 0.001
N 1.741519 -0.434982 0.654983 1.784 -1.620 -2.102 0.002
H 2.685140 -0.758001 -1.261989 -0.509 0.453 0.650 0.000
H 1.799150 0.710528 -0.992789 -2.154 2.304 -1.861 0.003
H 3.428267 0.604566 -0.379335 -1.418 -0.599 0.087 0.000
H 2.391687 -0.867084 1.259456 0.382 -0.402 0.841 0.000
H 1.125768 0.141343 1.123010 -1.483 1.668 0.838 0.002
O -1.875849 1.199872 1.501100 0.181 -0.542 -0.296 0.319
C -2.245998 0.877601 0.289936 -1.349 1.447 0.284 0.471
C -2.248452 -0.541010 -0.239582 0.094 -0.374 -0.053 0.096
H -2.648389 1.700206 -0.371988 0.139 -0.742 0.230 0.052
H -2.308924 -1.327964 0.564898 0.040 0.789 -0.388 0.013
H -3.067721 -0.849000 -1.018942 1.662 0.854 0.930 0.011
H -1.190618 -0.514966 -0.588374 -0.616 -1.449 -0.709 0.029